Molecular formula: C20H33AsF6NO5PS6Tc
Method: DFT, ωB97M-V with the def2-TZVPD basis set

Atoms and positions in Å:
Tc  -0.33547  0.50109  -0.62112
S  -3.76573  -3.18180  -0.17770
As  -2.45114  -1.75453  0.68406
S  -2.48407  0.48404  -0.00814
S  -0.22762  -1.63624  0.01687
S  -2.85645  -2.26481  2.70838
F  0.99301  -0.29846  -5.24003
C  1.37553  -0.56478  -4.02912
F  2.65437  -0.73702  -3.91554
F  0.73313  -1.61822  -3.53921
S  0.84413  0.86892  -2.88345
O  1.58923  0.74196  -1.61367
O  -0.53365  0.25400  -2.41971
N  0.33456  2.29948  -3.23851
S  1.70440  3.00446  -3.79296
O  2.51803  1.76521  -3.84297
O  2.14325  4.08953  -3.00165
C  1.36059  3.49663  -5.56925
F  0.75997  2.44556  -6.10882
F  2.50649  3.73639  -6.14229
F  0.57899  4.54445  -5.57473
O  0.34051  1.28045  0.91777
P  1.27076  1.64669  2.19057
C  2.22217  3.14384  1.70388
C  2.73518  3.05223  0.25832
C  3.86226  4.07540  0.01395
C  3.74281  5.30934  0.90187
C  3.77770  4.95723  2.39539
C  3.36193  3.50711  2.66274
C  0.06805  1.86752  3.58563
C  0.58331  2.73136  4.74395
C  0.52437  4.23782  4.47550
C  -0.82839  4.69201  3.92774
C  -1.29831  3.84909  2.74331
C  -1.30326  2.36822  3.11323
C  2.06064  0.00290  2.48786
C  3.00490  -0.48392  1.38048
C  4.43457  0.03155  1.52897
C  4.99256  -0.28567  2.91249
C  4.11334  0.30583  4.00945
C  2.66853  -0.17757  3.88746
H  1.47377  3.93943  1.77039
H  1.91882  3.24543  -0.44340
H  3.11150  2.05083  0.03504
H  3.84443  4.35944  -1.03513
H  4.83405  3.60737  0.19579
H  2.81299  5.83323  0.65189
H  4.53509  6.01626  0.66261
H  3.14693  5.64510  2.96250
H  4.78379  5.10387  2.79081
H  3.07880  3.38985  3.71083
H  4.20735  2.84516  2.47934
H  -0.03959  0.83438  3.93869
H  1.59297  2.43662  5.04148
H  -0.05890  2.51396  5.60280
H  1.31361  4.53499  3.77981
H  0.72931  4.76011  5.40952
H  -0.77996  5.74214  3.63980
H  -1.58030  4.62957  4.72011
H  -0.65832  4.01677  1.86819
H  -2.30445  4.15711  2.45519
H  -1.66474  1.76404  2.27656
H  -1.99929  2.21959  3.94378
H  1.14258  -0.60478  2.44347
H  2.61308  -0.23955  0.38659
H  3.03098  -1.57633  1.45235
H  4.45842  1.11322  1.37076
H  5.05565  -0.41414  0.75191
H  6.01304  0.08647  3.00068
H  5.05660  -1.37166  3.03789
H  4.15775  1.39778  3.96358
H  4.48950  0.01791  4.99085
H  2.04621  0.28686  4.65561
H  2.65922  -1.25326  4.08731

Calculated values
Multiplicity: 1
LUMO energy: -14.12 eV
Total charge: +3
E_HOMO: -17.76 eV
Frontier orbital gap: 3.638 eV

Results of the Mulliken charge analysis, in e, for atoms 1 through 2: Tc 0.460; S 0.104

Molecular formula: C20H33BN2O5
Method: DFT, ωB97M-V with the def2-TZVPD basis set

Atoms and positions in Å:
C  -2.68294  -0.94908  -5.78772
C  -1.99970  0.41682  -5.61704
C  -0.47806  0.35094  -5.57358
C  0.09411  -0.49483  -4.45283
O  0.32664  0.31342  -3.31104
C  0.71450  -0.44211  -2.19854
C  2.12136  -0.99543  -2.18571
O  2.77649  -1.40041  -3.10500
N  2.56510  -0.96078  -0.88785
C  1.58200  -0.34436  0.07569
C  2.45852  0.59362  0.94269
O  1.88465  1.82108  1.33263
C  0.92117  1.78104  2.36248
C  1.50976  1.84441  3.77638
O  1.42169  0.65218  4.53068
C  0.12533  0.40364  5.00856
C  -0.09590  0.96181  6.42680
C  1.00587  -1.53924  0.86125
C  0.50613  -2.67074  0.19952
C  0.03901  -3.73609  0.96356
C  0.08615  -3.64663  2.35601
C  0.60630  -2.48118  2.90724
N  1.04788  -1.44681  2.18640
C  0.66079  0.38292  -0.91331
B  -0.81206  0.78467  -0.50056
O  -1.78821  -0.19584  -0.54835
C  -1.20769  2.26260  -0.13202
C  -2.31708  2.41299  0.92567
H  -1.97610  -1.76701  -5.90185
H  -3.28035  -1.17974  -4.90866
H  -3.36258  -0.97340  -6.63339
H  -2.26744  1.02934  -6.47672
H  -2.40924  0.93030  -4.75151
H  -0.13793  -0.07103  -6.51816
H  -0.06040  1.35320  -5.51750
H  1.02245  -0.95765  -4.78007
H  -0.59427  -1.31603  -4.22848
H  -0.04584  -1.21916  -2.06613
H  3.03586  -1.80388  -0.59370
H  2.87918  0.05061  1.78794
H  3.28048  0.86273  0.29062
H  0.30875  2.66606  2.22095
H  0.24985  0.92228  2.29073
H  2.54286  2.17311  3.74378
H  0.96607  2.62367  4.32283
H  -0.64956  0.79049  4.34366
H  -0.01877  -0.67254  5.03513
H  -0.86809  1.72297  6.45593
H  -0.38675  0.17106  7.11168
H  0.84456  1.37268  6.77902
H  0.48713  -2.77341  -0.87043
H  -0.34698  -4.61789  0.47661
H  -0.26268  -4.47531  2.94995
H  0.67705  -2.38999  3.98240
H  1.20767  1.30201  -1.15836
H  -2.19113  -0.39738  0.29946
H  -0.31318  2.81768  0.13634
H  -1.56198  2.73557  -1.05085
H  -3.00190  3.20357  0.63344
H  -1.92833  2.69688  1.89984
H  -2.91019  1.51158  1.05349

Calculated values
Multiplicity: 1
LUMO energy: 0.39 eV
Total charge: 0
E_HOMO: -9.09 eV
Frontier orbital gap: 9.482 eV
Structure (SMILES): CCCCO[C@H]1C(=O)N[C@](COCCOCC)(c2ccccn2)[C@@H]1B(O)CC

Results of the natural (NBO) charge analysis, in e, for atoms 1 through 2: C -0.620; C -0.400

Molecular formula: C20H33INO3P2
Method: DFT, ωB97M-V with the def2-TZVPD basis set

Atoms and positions in Å:
C  3.95804  -0.07488  5.48464
C  3.35328  0.89002  4.45010
P  2.71389  0.07417  2.93467
C  1.76104  1.44645  2.15859
C  1.25120  -0.92438  3.43672
C  0.79214  -1.92412  2.67498
I  1.65519  -2.50652  0.87912
C  -0.44110  -2.68017  3.06430
O  -0.57159  -3.85746  2.85545
C  -1.46315  -1.84957  3.73821
C  -1.05854  -0.83677  4.50998
P  -2.09543  0.28739  5.48956
C  -1.39577  1.87431  4.88521
C  -3.63809  0.22397  4.49196
C  0.42186  -0.64141  4.65671
O  0.88767  -0.28089  5.70888
H  3.98738  -1.10474  5.12484
H  3.36019  -0.08086  6.38972
H  4.96424  0.23949  5.76212
H  2.61491  1.56511  4.88773
H  4.15456  1.52465  4.05936
H  2.44611  2.15822  1.70387
H  1.11104  1.00795  1.40046
H  1.13030  1.94593  2.89731
H  -2.50600  -2.09576  3.58717
H  -1.19690  1.83484  3.81079
H  -0.45845  2.08411  5.39898
H  -2.11290  2.67337  5.06505
H  -4.34908  0.91082  4.94770
H  -3.44822  0.52128  3.45941
H  -4.03780  -0.78802  4.52561
C  -0.28059  -1.70240  -2.93734
C  -0.12679  -0.17114  -3.00690
C  -1.49555  0.51114  -2.95719
C  -2.29841  0.35698  -4.24872
C  -1.48446  0.81318  -5.45969
C  -0.11825  0.13158  -5.56418
N  0.58840  0.26014  -4.25022
O  1.16774  1.39643  -4.11504
C  -0.27237  -1.33602  -5.98780
C  0.72880  0.81600  -6.62873
C  0.71228  0.25083  -1.80911
H  -1.17706  -2.07026  -3.43092
H  0.58364  -2.20255  -3.37478
H  -0.34895  -2.01374  -1.89498
H  -1.34976  1.57739  -2.75747
H  -2.05285  0.10323  -2.11012
H  -2.62791  -0.67742  -4.37711
H  -3.20795  0.95635  -4.17987
H  -2.03656  0.62252  -6.38284
H  -1.33390  1.89528  -5.39847
H  0.68434  -1.85572  -5.92573
H  -0.60696  -1.37132  -7.02467
H  -1.00128  -1.88982  -5.40460
H  0.82077  1.88425  -6.45172
H  0.25649  0.66842  -7.60054
H  1.73103  0.38776  -6.66344
H  1.70958  -0.18909  -1.85461
H  0.22696  -0.09969  -0.89777
H  0.81954  1.33114  -1.74464

Calculated values
Multiplicity: 2
LUMO energy (spin up / spin down): -1.18 / -1.18 eV
Total charge: 0
E_HOMO (spin up / spin down): -8.18 / -8.53 eV
Expectation value of S²: 0.75
Frontier orbital gap (spin up / spin down): 7.003 / 7.349 eV

Results of the natural (NBO) charge analysis, in e, for atoms 1 through 2: C -0.612; C -0.715

| no. | F_max (eV/Å) |
| --- | --- |
| 1 | 5.4 |
| 2 | 1.8 |
| 3 | 0.9 |